Entry from OMol25: a structure of composition C32H27MgN3O5P2S2 (the ωB97M-V functional and the def2-TZVPD basis).

The energy above the lowest of the compared OMol25 structures with the same formula, charge and spin comes out at 151.28 kJ/mol. For the HOMO energy, the calculation gives -1.869 eV. Its energy is -3455.5085 hartree. As for the net charge: -2. The value obtained for the gap between HOMO and LUMO is 6.006 eV.

Positions of all 72 atoms, in Å:
1 Mg 0.49746 -0.01803 0.07463
2 O 2.08962 1.04845 5.90049
3 C 1.74464 0.83580 4.59285
4 C 1.04843 1.79622 3.86476
5 C 0.73713 1.49903 2.54736
6 N 1.07251 0.35269 2.00688
7 C 1.80911 -0.53214 2.63990
8 C 2.16818 -0.33392 3.96476
9 C 2.39943 -1.53839 1.63302
10 O 3.16252 -2.40760 2.03208
11 O 2.09866 -1.25218 0.44308
12 C 0.25358 2.47909 1.47656
13 O -0.15177 3.58387 1.81743
14 O 0.45362 2.03937 0.31467
15 H 1.72658 1.90061 6.16664
16 H 0.78373 2.75968 4.28224
17 H 2.78427 -1.04323 4.48936
18 S -0.54019 -3.06256 -0.41146
19 P -1.04986 -1.74806 -1.78648
20 C -0.77132 -0.03704 -1.67983
21 P -2.07136 0.68107 -0.77854
22 S -2.53126 0.27441 1.09184
23 C -3.62742 0.59438 -1.76540
24 C -3.62843 1.05584 -3.07673
25 C -4.78986 1.02522 -3.82252
26 C -5.95964 0.52231 -3.27487
27 C -5.95947 0.04839 -1.97483
28 C -4.79921 0.08761 -1.22328
29 C -1.82880 2.48110 -1.00286
30 C -0.86176 2.97074 -1.87080
31 C -0.67177 4.33250 -1.99693
32 C -1.46992 5.21919 -1.29056
33 C -2.44865 4.73365 -0.44083
34 C -2.61610 3.36831 -0.28521
35 C -2.74255 -2.22731 -2.33362
36 C -3.18428 -2.10730 -3.64567
37 C -4.43898 -2.57006 -3.99679
38 C -5.26778 -3.14368 -3.04807
39 C -4.84697 -3.22901 -1.73111
40 C -3.59332 -2.77074 -1.37801
41 C -0.09611 -2.20057 -3.29587
42 C 0.63468 -1.23573 -3.97742
43 C 1.45606 -1.59303 -5.03249
44 C 1.52766 -2.91323 -5.44448
45 C 0.79166 -3.88066 -4.77524
46 C -0.00268 -3.52888 -3.69866
47 H -2.70891 1.43235 -3.50609
48 H -4.78790 1.39461 -4.84042
49 H -6.86892 0.50618 -3.86465
50 H -6.86980 -0.35374 -1.54757
51 H -4.77936 -0.27348 -0.20245
52 H -0.22753 2.27036 -2.40075
53 H 0.12226 4.70771 -2.63189
54 H -1.31221 6.28870 -1.39058
55 H -3.06824 5.42496 0.11850
56 H -3.33423 2.97409 0.42449
57 H -2.54055 -1.65907 -4.39233
58 H -4.77162 -2.48763 -5.02403
59 H -6.24073 -3.51951 -3.33875
60 H -5.49907 -3.66183 -0.98423
61 H -3.22952 -2.84327 -0.35958
62 H 0.54487 -0.20117 -3.66555
63 H 2.04999 -0.83830 -5.53259
64 H 2.16038 -3.19140 -6.28127
65 H 0.85638 -4.91577 -5.09242
66 H -0.54624 -4.28413 -3.14363
67 N 3.95915 0.26719 -1.26672
68 N 2.86145 0.92995 -1.92252
69 H 4.21115 -0.51582 -1.87240
70 H 3.63798 -0.16072 -0.39311
71 H 1.99830 0.37685 -1.81441
72 H 2.68809 1.79504 -1.41158

These are the Löwdin partial charges, in e, on atoms 1 to 4: number 1, Mg, carries 0.4726; number 2, O, carries 0.0430; number 3, C, carries -0.2882; number 4, C, carries 0.0648